Here is a structure of composition C51H50N3O2P2RbSe3SiTe2 at a distorted geometry from the OMol25 dataset. Energies are from wB97M-V/def2-TZVPD.

Relative energy (zero: lowest compared OMol25 entry of this formula, charge and spin) in kJ/mol: 132.5
HOMO in eV: -1.220
Total charge: -2
E_LUMO in hartree: 0.128

```
115
Properties=species:S:1:pos:R:3:mulliken_charge:R:1
Rb 1.554 -0.267 -1.658 1.000
C -2.680 1.146 0.592 -1.484
Si -0.727 1.302 0.851 0.501
C -0.778 1.116 2.789 0.330
C -1.728 1.812 3.515 -0.067
C -1.977 1.460 4.847 -1.007
C -1.300 0.381 5.447 -0.813
C -0.278 -0.221 4.760 -0.621
C -0.032 0.127 3.417 -0.401
P 1.289 -0.667 2.426 1.198
C 2.470 -1.110 3.832 0.020
C 2.919 -0.178 4.717 -0.100
C 3.950 -0.492 5.582 -0.725
C 4.572 -1.730 5.573 -0.579
C 4.042 -2.682 4.739 -0.528
C 3.054 -2.374 3.849 -0.728
C 0.712 -2.371 2.122 0.971
C -0.016 -3.113 3.057 -0.428
C -0.127 -4.502 2.869 -1.058
C 0.485 -5.093 1.737 -0.563
C 1.198 -4.308 0.813 -0.452
C 1.301 -2.954 1.020 0.246
C -0.549 3.216 0.735 0.563
C -1.465 3.865 -0.074 -0.715
C -1.354 5.210 -0.398 -0.703
C -0.286 5.958 0.055 -0.603
C 0.700 5.313 0.876 -0.431
C 0.599 3.938 1.130 -0.259
P 1.984 2.931 1.845 0.872
C 2.968 4.327 2.431 -0.417
C 4.123 4.836 1.804 0.099
C 4.794 5.973 2.246 -0.889
C 4.375 6.589 3.405 -0.469
C 3.223 6.133 4.030 -0.545
C 2.520 5.022 3.584 -0.288
C 2.983 2.649 0.357 0.214
C 3.957 1.653 0.613 -0.437
C 4.927 1.449 -0.328 -0.524
C 4.833 2.011 -1.612 -0.685
C 3.776 2.861 -1.892 -0.434
C 2.873 3.182 -0.894 0.427
H -3.348 2.010 0.692 0.612
H -3.036 0.415 1.320 0.363
H -2.913 0.613 -0.327 0.207
H -2.321 2.575 3.044 0.424
H -2.786 1.892 5.433 0.302
H -1.543 0.079 6.471 0.363
H 0.229 -1.046 5.148 0.612
H 2.561 0.838 4.856 0.425
H 4.377 0.269 6.227 0.360
H 5.385 -1.968 6.264 0.358
H 4.420 -3.736 4.760 0.295
H 2.789 -3.103 3.110 0.390
H -0.585 -2.626 3.848 0.435
H -0.619 -5.162 3.546 0.453
H 0.416 -6.140 1.545 0.452
H 1.824 -4.769 0.043 0.422
H 1.926 -2.380 0.340 -0.580
H -2.306 3.305 -0.525 0.169
H -2.025 5.739 -1.136 0.203
H -0.168 7.032 -0.178 0.341
H 1.560 5.791 1.303 0.336
H 4.504 4.339 0.897 0.236
H 5.607 6.216 1.629 0.491
H 4.903 7.470 3.801 0.318
H 2.861 6.721 4.867 0.362
H 1.621 4.757 4.115 0.449
H 3.966 1.175 1.607 0.101
H 5.697 0.694 -0.197 0.437
H 5.563 1.702 -2.345 0.375
H 3.631 3.331 -2.864 0.343
H 2.069 3.860 -1.110 0.311
Se 0.477 -2.429 -4.033 -0.543
Se 2.026 -4.191 -4.395 -0.394
Te 4.284 -3.214 -3.759 -0.177
Se 4.100 -2.176 -1.518 -0.617
C -6.431 -6.364 -2.102 -1.705
C -5.256 -5.414 -2.133 0.903
C -3.984 -5.872 -1.887 -1.231
C -2.904 -4.964 -1.798 0.661
C -1.494 -5.526 -1.574 -1.360
C -3.210 -3.578 -1.762 -0.121
Te -1.679 -2.286 -1.181 0.656
C -4.497 -3.137 -2.142 1.137
C -4.797 -1.670 -2.280 -1.160
C -5.496 -4.081 -2.358 -0.927
H -7.325 -6.013 -2.596 0.365
H -6.651 -6.584 -1.084 0.326
H -6.210 -7.352 -2.488 0.377
H -3.830 -6.883 -1.726 0.456
H -1.613 -6.602 -1.686 0.456
H -1.118 -5.336 -0.537 0.176
H -0.809 -5.177 -2.340 0.223
H -3.985 -1.219 -2.841 -0.043
H -4.865 -1.159 -1.309 0.246
H -5.705 -1.548 -2.853 0.443
H -6.484 -3.796 -2.631 0.345
O -3.744 -2.286 0.822 -0.325
N -2.591 -1.984 0.758 -0.049
N 0.887 2.454 -3.897 -0.433
C 0.086 2.163 -4.652 0.400
N -0.761 1.732 -5.555 -0.098
C -0.348 0.694 -6.485 -0.067
C -1.405 0.508 -7.607 -0.767
O -2.714 0.297 -7.133 -0.381
C -3.066 1.327 -6.230 -0.763
C -2.109 1.428 -5.033 -0.521
H -0.236 -0.291 -6.090 -0.049
H 0.592 1.027 -6.956 0.457
H -1.142 -0.411 -8.126 0.362
H -1.441 1.412 -8.209 0.375
H -4.066 1.107 -5.997 0.405
H -3.122 2.276 -6.780 0.350
H -2.109 0.537 -4.417 0.382
H -2.399 2.295 -4.393 0.379
```



Here is a structure of composition C51H50N4P2ReS2Si2 at a distorted geometry from the OMol25 dataset. Energies are from wB97M-V/def2-TZVPD.

HOMO (alpha / beta) in eV: -12.636 / -12.608
Spin multiplicity: 2
Total charge: +2
E_LUMO (alpha / beta) in hartree: -0.227 / -0.235

```
112
Properties=species:S:1:pos:R:3:mulliken_charge:R:1
Re 0.056 -0.200 1.189 0.906
C 3.620 -2.138 1.009 -0.940
Si 3.491 -0.376 1.571 0.093
C 3.268 -0.302 3.416 -0.761
C 4.966 0.608 1.037 -1.122
N 2.018 0.292 0.824 -0.003
P 1.708 1.814 0.240 1.178
C 0.031 1.600 0.386 0.552
P -1.652 1.814 0.348 0.702
N -1.940 0.250 0.782 -0.098
Si -3.386 -0.767 0.625 -0.121
C -4.897 0.296 0.713 -0.987
C -3.305 -1.659 -0.994 -0.754
C -3.336 -1.965 2.045 -0.770
C -2.442 2.305 -1.163 0.707
C -3.552 3.151 -1.183 -0.451
C -4.184 3.418 -2.389 -0.694
C -3.714 2.844 -3.562 -0.590
C -2.605 2.004 -3.546 -0.800
C -1.967 1.733 -2.349 -0.804
C -2.139 2.942 1.660 0.570
C -2.676 2.448 2.848 -0.221
C -2.987 3.323 3.883 -0.947
C -2.754 4.684 3.735 -0.712
C -2.211 5.179 2.554 -0.886
C -1.907 4.312 1.516 -0.213
C 2.334 3.108 1.305 0.637
C 3.543 3.758 1.055 -0.549
C 4.025 4.691 1.964 -0.806
C 3.308 4.973 3.118 -0.787
C 2.102 4.329 3.373 -0.956
C 1.614 3.398 2.471 0.121
C 2.360 2.041 -1.399 0.543
C 2.365 3.309 -1.986 -0.481
C 2.856 3.468 -3.272 -0.859
C 3.344 2.370 -3.968 -0.583
C 3.330 1.106 -3.392 -0.791
C 2.836 0.936 -2.107 -0.582
H 4.236 -2.717 1.704 0.396
H 2.638 -2.614 0.958 0.118
H 4.082 -2.207 0.021 0.360
H 4.233 -0.222 3.926 0.611
H 2.671 0.571 3.698 0.040
H 2.773 -1.205 3.794 0.202
H 5.852 -0.034 1.065 0.477
H 4.867 0.982 0.014 0.290
H 5.148 1.457 1.702 0.339
H -5.019 0.893 -0.196 0.278
H -5.783 -0.340 0.809 0.469
H -4.882 0.972 1.572 0.304
H -3.557 -0.985 -1.818 0.334
H -2.302 -2.057 -1.177 0.059
H -4.009 -2.497 -1.021 0.417
H -3.085 -1.451 2.979 0.136
H -4.310 -2.445 2.182 0.605
H -2.605 -2.761 1.876 0.181
H -3.927 3.590 -0.267 0.454
H -5.043 4.075 -2.412 0.457
H -4.216 3.051 -4.498 0.424
H -2.241 1.568 -4.467 0.477
H -1.098 1.084 -2.326 0.482
H -2.863 1.385 2.952 0.414
H -3.424 2.944 4.798 0.544
H -3.007 5.366 4.536 0.461
H -2.036 6.241 2.440 0.486
H -1.485 4.701 0.595 0.528
H 4.112 3.533 0.162 0.525
H 4.962 5.196 1.770 0.484
H 3.687 5.702 3.822 0.429
H 1.543 4.560 4.271 0.561
H 0.663 2.909 2.646 -0.210
H 1.985 4.167 -1.443 0.515
H 2.866 4.449 -3.728 0.473
H 3.738 2.500 -4.968 0.437
H 3.710 0.255 -3.942 0.476
H 2.819 -0.046 -1.649 0.373
S 0.023 0.336 8.285 -0.178
C -0.217 1.948 8.775 -0.364
C -0.518 2.759 7.724 -0.957
C -0.546 2.051 6.495 -0.236
C -0.275 0.718 6.637 0.240
C -0.221 -0.306 5.585 1.117
C -0.180 0.099 4.243 -0.490
N -0.115 -0.759 3.236 0.606
C -0.082 -2.094 3.494 -0.801
C -0.112 -2.593 4.788 0.691
C -0.087 -4.026 4.964 -1.186
C -0.052 -4.857 3.902 -1.143
C -0.028 -4.341 2.553 1.002
C -0.013 -5.140 1.400 -0.845
C 0.005 -4.568 0.141 0.884
C 0.018 -3.162 0.078 -1.257
N 0.001 -2.385 1.150 0.366
C -0.028 -2.965 2.377 -0.505
C 0.022 -5.372 -1.086 0.298
C 0.048 -6.733 -1.193 -0.408
C 0.068 -7.189 -2.537 -0.660
C 0.057 -6.161 -3.428 -0.381
S 0.014 -4.647 -2.649 -0.065
C -0.184 -1.665 5.838 -0.659
H -0.126 2.213 9.818 0.462
H -0.709 3.818 7.823 0.431
H -0.787 2.520 5.548 0.582
H -0.182 1.149 3.978 -0.385
H -0.103 -4.423 5.972 0.521
H -0.045 -5.930 4.045 0.533
H -0.023 -6.218 1.509 0.421
H 0.051 -2.651 -0.877 0.453
H 0.055 -7.405 -0.345 0.400
H 0.095 -8.230 -2.825 0.415
H 0.068 -6.211 -4.507 0.437
H -0.212 -2.030 6.859 0.511
```



Here is a structure of composition C51H54AsN3P2Rb at a distorted geometry from the OMol25 dataset. Energies are from wB97M-V/def2-TZVPD.

Relative energy (zero: lowest compared OMol25 entry of this formula, charge and spin) in kJ/mol: 28.5
HOMO in eV: -9.913
Total charge: +1
E_LUMO in hartree: -0.067

```
112
Properties=species:S:1:pos:R:3:mulliken_charge:R:1
Rb -0.794 0.252 0.146 0.274
C -3.304 3.166 -0.259 -1.185
C -2.282 3.569 0.802 -0.106
N -0.903 3.250 0.423 0.722
C -0.388 3.998 -0.727 -1.090
C 0.241 3.112 -1.802 -0.206
N -0.595 1.969 -2.174 0.977
C -1.872 2.299 -2.817 -0.756
C -3.075 1.605 -2.184 -0.507
N -3.157 1.778 -0.723 0.249
H -3.233 3.839 -1.117 0.288
H -4.301 3.336 0.153 0.569
H -2.498 3.032 1.728 -0.146
H -2.418 4.639 1.016 0.373
H -0.306 3.388 1.230 -0.339
H 0.355 4.738 -0.416 0.493
H -1.201 4.580 -1.169 0.320
H 1.185 2.706 -1.420 -0.299
H 0.492 3.743 -2.666 0.502
H -0.059 1.361 -2.781 -0.669
H -1.851 2.027 -3.876 0.503
H -2.014 3.383 -2.801 0.390
H -3.008 0.530 -2.383 -0.135
H -3.978 1.963 -2.697 0.364
H -3.937 1.226 -0.392 0.257
C 1.680 -0.773 4.686 -0.452
C 1.549 -2.001 3.769 -1.433
P 1.171 -1.582 2.013 0.868
C 2.631 -0.570 1.550 0.659
C 2.449 0.485 0.658 2.046
C 3.526 1.207 0.156 -0.978
C 4.811 0.899 0.578 -0.990
C 5.010 -0.126 1.497 -0.835
C 3.929 -0.856 1.971 0.097
C 1.431 -3.107 1.052 1.039
C 2.393 -3.253 0.138 -1.432
C 2.227 -4.173 -1.027 -0.523
C 1.097 -5.232 -0.966 -0.022
C 0.092 -4.964 0.111 -1.390
C 0.246 -4.001 1.018 -0.804
C 0.397 0.030 4.930 -1.414
P -0.281 1.032 3.511 1.842
C 0.424 2.702 3.760 -0.142
C -0.332 3.851 3.985 -0.186
C 0.275 5.103 4.026 -0.754
C 1.645 5.223 3.852 -0.647
C 2.410 4.085 3.622 -0.817
C 1.803 2.840 3.561 -0.083
C -2.024 1.172 4.048 0.254
C -2.400 1.552 5.339 0.049
C -3.734 1.585 5.710 -0.779
C -4.721 1.224 4.798 -0.574
C -4.367 0.827 3.518 -0.893
C -3.026 0.800 3.153 -0.386
H 2.472 -0.118 4.312 0.139
H 2.032 -1.126 5.658 0.538
H 0.739 -2.642 4.127 0.590
H 2.459 -2.600 3.814 0.649
H 1.448 0.761 0.368 -1.764
H 3.362 2.020 -0.540 0.469
H 5.657 1.461 0.203 0.408
H 6.011 -0.363 1.836 0.411
H 4.106 -1.671 2.664 0.416
H 3.243 -2.580 0.118 0.327
H 3.175 -4.614 -1.334 0.719
H 1.436 -6.268 -0.905 0.523
H -0.784 -5.604 0.156 0.416
H -0.518 -3.861 1.776 0.390
H 0.536 0.701 5.780 0.544
H -0.409 -0.657 5.204 0.526
H -1.404 3.779 4.123 0.386
H -0.329 5.985 4.201 0.440
H 2.115 6.197 3.889 0.412
H 3.480 4.169 3.478 0.460
H 2.412 1.968 3.339 0.031
H -1.641 1.833 6.061 0.402
H -4.008 1.890 6.712 0.405
H -5.763 1.247 5.091 0.401
H -5.131 0.532 2.810 0.461
H -2.758 0.501 2.145 0.182
C 1.911 -5.527 -4.399 -0.609
C 0.987 -5.780 -3.480 -1.285
C 0.631 -4.812 -2.392 0.760
C 1.558 -3.545 -2.321 1.049
C 2.505 -3.341 -3.460 -0.925
C 2.671 -4.265 -4.402 -0.701
As 0.595 -1.812 -1.917 0.960
C -1.212 -2.138 -2.552 -0.027
C -2.233 -2.783 -1.867 -0.310
C -3.498 -2.868 -2.439 -0.783
C -3.738 -2.296 -3.683 -1.096
C -2.725 -1.625 -4.357 0.004
C -1.459 -1.538 -3.791 0.155
C -0.312 -0.783 -4.353 0.305
C -0.336 -0.032 -5.524 -0.603
C 0.785 0.696 -5.899 -0.861
C 1.928 0.689 -5.105 -0.974
C 1.957 -0.060 -3.934 -0.078
C 0.844 -0.807 -3.569 -0.412
H 2.115 -6.254 -5.175 0.388
H 0.429 -6.711 -3.507 0.468
H -0.440 -4.607 -2.451 0.057
H 3.102 -2.438 -3.489 0.515
H 3.394 -4.098 -5.191 0.477
H -2.042 -3.234 -0.899 0.369
H -4.294 -3.384 -1.917 0.478
H -4.721 -2.368 -4.130 0.396
H -2.930 -1.171 -5.319 0.430
H -1.223 -0.009 -6.146 0.426
H 0.765 1.275 -6.813 0.430
H 2.793 1.268 -5.400 0.451
H 2.847 -0.050 -3.315 0.503
```



Here is a cluster of 7 separate species, C51H54N7O12 in total from the OMol25 dataset. Energies are from wB97M-V/def2-TZVPD.

HOMO in eV: -10.835
Total charge: +1
E_LUMO in hartree: -0.141

```
124
Properties=species:S:1:pos:R:3:mulliken_charge:R:1
C -2.869 -0.783 2.102 -1.254
C -2.951 -1.665 0.883 0.566
C -4.222 -2.452 0.684 -1.392
C -1.946 -1.746 0.005 -0.629
C -0.532 -1.322 0.335 -0.050
C 0.537 -1.729 -0.685 -0.488
C 1.023 -0.669 -1.707 0.570
C 0.792 0.774 -1.283 -1.947
C 0.486 -0.805 -3.138 -0.475
C -1.044 -0.904 -3.203 -0.615
N -1.584 -0.127 -4.352 0.337
C -1.411 1.206 -4.356 -0.625
C -1.909 1.972 -5.375 -0.561
C -2.609 1.361 -6.405 -0.326
C -2.776 -0.017 -6.382 -0.655
C -2.254 -0.739 -5.338 0.079
H -2.629 0.243 1.822 0.363
H -2.146 -1.138 2.841 0.266
H -3.834 -0.762 2.605 0.370
H -4.106 -3.396 1.219 0.349
H -5.063 -1.941 1.149 0.253
H -4.420 -2.625 -0.372 0.357
H -2.185 -2.120 -0.987 0.193
H -0.503 -0.257 0.576 0.385
H -0.298 -1.837 1.267 0.543
H 1.397 -2.096 -0.138 -0.572
H 0.156 -2.593 -1.239 0.485
H 2.100 -0.820 -1.807 0.467
H -0.274 0.945 -1.117 0.456
H 1.329 1.068 -0.383 0.433
H 1.099 1.456 -2.079 0.444
H 0.964 -1.612 -3.694 0.375
H 0.764 0.113 -3.658 -0.004
H -1.471 -0.438 -2.318 0.372
H -1.368 -1.935 -3.290 0.222
H -0.873 1.665 -3.537 0.787
H -1.769 3.043 -5.361 0.514
H -3.036 1.925 -7.221 0.470
H -3.325 -0.538 -7.151 0.457
H -2.362 -1.811 -5.274 0.423
C 3.042 5.619 0.637 -0.586
C 1.859 4.984 0.988 -0.561
C 0.984 4.556 0.009 -0.103
C 1.324 4.764 -1.317 0.194
C 2.494 5.403 -1.693 -0.471
C 3.356 5.838 -0.699 -0.618
N 0.421 4.246 -2.342 1.057
O -0.604 3.709 -1.968 -0.624
O 0.743 4.336 -3.515 -0.684
H 3.719 5.940 1.415 0.483
H 1.625 4.817 2.031 0.470
H 0.063 4.056 0.270 0.504
H 2.731 5.552 -2.736 0.512
H 4.279 6.333 -0.967 0.399
C 3.262 -0.122 4.686 -0.868
C 3.011 0.524 3.481 0.082
C 3.498 1.803 3.266 -0.557
C 4.237 2.409 4.268 0.132
C 4.492 1.787 5.475 -0.513
C 3.995 0.510 5.681 -0.530
N 4.783 3.755 4.026 0.978
O 4.512 4.280 2.959 -0.594
O 5.473 4.258 4.883 -0.602
H 2.883 -1.122 4.852 0.517
H 2.440 0.028 2.708 0.475
H 3.315 2.316 2.334 0.556
H 5.066 2.288 6.240 0.514
H 4.179 0.007 6.619 0.396
C -9.302 -4.809 -0.084 -0.410
C -9.403 -5.813 0.870 -0.411
C -8.701 -5.717 2.061 -0.420
C -7.911 -4.603 2.272 0.004
C -7.792 -3.595 1.336 -0.110
C -8.494 -3.703 0.147 -0.507
N -7.170 -4.476 3.541 1.011
O -7.268 -5.378 4.343 -0.596
O -6.501 -3.473 3.701 -0.599
H -9.856 -4.888 -1.010 0.382
H -10.032 -6.674 0.688 0.382
H -8.770 -6.491 2.811 0.460
H -7.165 -2.740 1.532 0.442
H -8.414 -2.922 -0.597 0.383
C -2.962 2.358 5.535 -0.604
C -2.780 1.004 5.284 -0.301
C -1.602 0.379 5.660 -0.457
C -0.627 1.131 6.289 0.143
C -0.783 2.480 6.544 -0.381
C -1.965 3.094 6.161 -0.510
N 0.619 0.467 6.709 1.105
O 0.742 -0.714 6.450 -0.620
O 1.451 1.137 7.284 -0.597
H -3.886 2.841 5.245 0.413
H -3.559 0.432 4.798 0.422
H -1.448 -0.673 5.473 0.518
H -0.001 3.039 7.035 0.496
H -2.108 4.148 6.355 0.406
C 1.930 1.719 -6.251 0.032
C 2.374 2.995 -5.925 -0.333
C 3.374 3.587 -6.682 -0.648
C 3.904 2.888 -7.749 -0.047
C 3.479 1.616 -8.085 -0.460
C 2.481 1.029 -7.324 -0.728
N 4.956 3.524 -8.566 1.004
O 5.324 4.631 -8.237 -0.595
O 5.381 2.899 -9.514 -0.600
H 1.147 1.258 -5.662 0.435
H 1.942 3.527 -5.087 0.614
H 3.734 4.577 -6.446 0.499
H 3.918 1.097 -8.923 0.475
H 2.135 0.035 -7.571 0.415
C 5.617 -5.909 1.320 -0.440
C 4.294 -6.020 1.726 -0.545
C 3.501 -4.889 1.830 -0.331
C 4.058 -3.662 1.518 0.048
C 5.375 -3.526 1.117 -0.267
C 6.157 -4.665 1.019 -0.533
N 3.219 -2.460 1.609 1.107
O 2.066 -2.592 1.979 -0.571
O 3.712 -1.393 1.299 -0.578
H 6.232 -6.795 1.238 0.396
H 3.878 -6.989 1.963 0.388
H 2.472 -4.961 2.147 0.460
H 5.781 -2.553 0.886 0.462
H 7.189 -4.581 0.708 0.394
```